No. 1
{
  "formula": "C18H52O8",
  "method": "wB97M-V/def2-TZVPD",
  "species": ["C", "C", "C", "O", "H", "H", "H", "H", "H", "H", "H", "H", "C", "C", "C", "O", "H", "H", "H", "H", "H", "H", "H", "H", "C", "C", "C", "O", "H", "H", "H", "H", "H", "H", "H", "H", "C", "C", "C", "O", "H", "H", "H", "H", "H", "H", "H", "H", "C", "C", "C", "O", "H", "H", "H", "H", "H", "H", "H", "H", "C", "O", "H", "H", "H", "H", "C", "O", "H", "H", "H", "H", "C", "O", "H", "H", "H", "H"],
  "coordinates": [[0.78438, 1.65875, -2.60096], [-0.45206, 0.80368, -2.91754], [-1.38948, 0.65711, -1.75240], [-1.19494, 1.32734, -4.01739], [0.51693, 2.71406, -2.70455], [1.62231, 1.40449, -3.24667], [1.06131, 1.48854, -1.56001], [-0.02954, -0.17759, -3.17848], [-1.48268, 1.56115, -1.14070], [-1.01998, -0.10521, -1.06884], [-2.39930, 0.44840, -2.10414], [-0.60331, 1.32237, -4.77653], [3.00927, 4.06103, 2.09391], [3.38907, 2.98029, 1.08741], [4.86158, 3.04632, 0.70516], [3.11369, 1.67959, 1.66040], [3.63058, 4.96260, 2.01207], [3.18709, 3.73746, 3.11897], [2.01163, 4.47833, 1.94947], [2.72691, 3.00687, 0.22475], [5.47317, 2.52365, 1.44599], [5.24293, 4.06581, 0.67796], [5.02651, 2.58871, -0.27044], [3.81813, 1.40414, 2.25428], [3.08079, -2.51592, 0.43218], [3.50429, -1.27168, -0.35330], [4.81335, -1.48073, -1.08485], [2.49819, -0.91509, -1.29899], [3.71797, -2.66788, 1.30817], [3.08634, -3.40237, -0.20560], [2.06897, -2.39133, 0.82565], [3.61811, -0.47090, 0.39072], [5.06163, -0.62412, -1.71072], [4.78364, -2.40757, -1.65977], [5.63498, -1.57595, -0.36889], [1.80515, -0.45455, -0.81687], [-0.79577, -3.38310, -3.63945], [-1.49035, -4.06445, -2.48442], [-1.09210, -3.57504, -1.12958], [-2.90564, -3.85055, -2.60525], [-1.25384, -3.73343, -4.58150], [0.27495, -3.54445, -3.72828], [-1.08132, -2.32728, -3.72227], [-1.28194, -5.14100, -2.54379], [-1.76312, -3.95797, -0.36302], [-1.11615, -2.47945, -1.09042], [-0.05554, -3.83926, -0.91352], [-3.19666, -4.19131, -3.45679], [-5.57523, -0.91009, -0.02914], [-4.29573, -1.71449, -0.07749], [-3.50519, -1.68692, 1.21117], [-4.61429, -3.09618, -0.36367], [-5.35577, 0.13199, 0.24534], [-6.19602, -1.18727, 0.82967], [-6.06858, -0.94344, -0.99509], [-3.66328, -1.38897, -0.91060], [-2.51143, -2.10064, 1.03196], [-4.07398, -2.20307, 1.97904], [-3.27003, -0.65117, 1.49340], [-3.95679, -3.36836, -1.01729], [0.75364, 2.38070, 4.84098], [1.36745, 1.88427, 6.00211], [0.05479, 3.20248, 5.04872], [1.52194, 2.76175, 4.17195], [0.17148, 1.68807, 4.22005], [0.73947, 1.33200, 6.47520], [-3.38381, 2.92694, 0.99132], [-4.06354, 2.79561, -0.24748], [-3.26348, 3.99108, 1.23509], [-3.94511, 2.50115, 1.83141], [-2.40214, 2.47432, 0.90554], [-4.77562, 3.43547, -0.31546], [-0.03691, -0.08258, 1.88558], [0.94249, 0.16341, 0.90825], [0.28959, -0.55754, 2.81479], [-0.58834, 0.83802, 2.10702], [-0.75963, -0.75014, 1.41527], [1.64398, 0.76111, 1.22122]],
  "forces_ev_per_angstrom": [[-0.65, 0.17, 0.22], [0.89, -0.04, -0.11], [-0.34, 0.35, 0.50], [0.18, -0.08, -0.07], [0.09, -0.01, -0.03], [0.07, 0.10, -0.01], [0.21, -0.02, -0.03], [-0.44, -0.12, -0.06], [0.15, 0.16, -0.28], [-0.13, -0.22, -0.03], [0.06, -0.35, 0.04], [-0.10, 0.10, -0.08], [0.34, 1.12, -0.04], [0.29, -0.21, 0.88], [0.05, 0.00, -0.33], [-0.35, 0.02, -0.30], [0.17, -0.26, -0.32], [-0.32, -0.21, -0.01], [-0.25, -0.57, 0.28], [0.15, 0.16, -0.16], [-0.06, -0.05, 0.00], [-0.16, 0.06, -0.14], [0.11, -0.10, 0.09], [0.07, 0.17, 0.03], [-0.16, 0.11, 0.09], [-0.30, -0.22, 0.47], [0.23, 0.02, 0.33], [0.45, -0.03, -0.24], [0.17, -0.13, -0.19], [0.09, -0.02, 0.05], [0.00, 0.10, -0.13], [0.03, 0.11, -0.29], [-0.17, -0.09, -0.19], [-0.02, 0.16, -0.23], [-0.09, -0.10, 0.07], [-0.26, -0.09, 0.26], [-0.85, 0.34, -1.28], [-0.09, -0.32, -0.39], [0.41, 0.71, 0.31], [0.11, -0.06, 0.14], [0.30, -0.44, 0.20], [0.07, 0.12, 0.29], [0.49, 0.09, 0.65], [-0.12, 0.00, 0.03], [0.11, -0.15, 0.07], [-0.18, -0.06, -0.05], [-0.08, -0.20, 0.08], [-0.07, 0.04, 0.03], [0.46, 0.77, 0.80], [-0.04, -0.85, -0.27], [0.49, 0.95, -0.38], [0.06, 0.44, 0.00], [0.24, -0.01, -0.57], [-0.24, -0.65, -0.46], [-0.37, -0.05, 0.16], [-0.07, 0.41, 0.10], [-0.21, -0.58, 0.24], [0.24, -0.06, 0.22], [-0.42, -0.05, 0.21], [-0.23, -0.33, -0.13], [-0.58, 0.73, -0.82], [-0.01, -0.40, 0.00], [0.19, 0.06, 0.18], [0.13, 0.05, 0.19], [0.22, -0.50, 0.46], [0.01, 0.03, 0.04], [-0.60, 0.94, 0.15], [0.21, -0.42, -0.10], [0.26, -0.12, -0.01], [0.10, -0.30, -0.15], [0.01, -0.17, -0.05], [0.03, 0.02, 0.18], [-0.83, 0.16, -0.46], [0.48, -0.06, -0.17], [0.40, 0.11, -0.09], [0.05, -0.01, 0.25], [0.02, -0.07, 0.12], [-0.09, -0.11, 0.28]],
  "lowdin_charge": [-0.049, -0.492, -0.045, -0.046, 0.085, 0.078, 0.052, 0.120, 0.075, 0.058, 0.083, 0.086, -0.054, -0.426, -0.041, -0.093, 0.076, 0.072, 0.082, 0.136, 0.085, 0.077, 0.081, 0.101, -0.053, -0.500, -0.058, -0.060, 0.079, 0.077, 0.064, 0.112, 0.076, 0.080, 0.079, 0.033, -0.050, -0.481, -0.047, -0.059, 0.080, 0.086, 0.077, 0.138, 0.083, 0.071, 0.087, 0.099, -0.050, -0.488, -0.056, -0.068, 0.067, 0.084, 0.081, 0.122, 0.048, 0.087, 0.071, 0.030, -0.170, -0.101, 0.082, 0.050, 0.060, 0.078, -0.163, -0.125, 0.078, 0.075, 0.055, 0.075, -0.142, -0.145, 0.087, 0.069, 0.052, 0.041],
  "e_tot_ev": -35887.5278,
  "de_lowest_kcal_mol": 56.3,
  "homo_ha": -0.3465
}

No. 2
{
  "formula": "C18H53CrO17",
  "method": "wB97M-V/def2-TZVPD",
  "species": ["Cr", "C", "C", "O", "H", "H", "H", "H", "H", "C", "C", "O", "O", "H", "H", "H", "H", "H", "H", "C", "C", "O", "O", "H", "H", "H", "H", "H", "H", "C", "C", "O", "O", "H", "H", "H", "H", "H", "H", "C", "C", "O", "O", "H", "H", "H", "H", "H", "H", "C", "C", "O", "O", "H", "H", "H", "H", "H", "H", "C", "C", "O", "O", "H", "H", "H", "H", "H", "H", "C", "C", "O", "O", "H", "H", "H", "H", "H", "H", "C", "C", "O", "O", "H", "H", "H", "H", "H", "H"],
  "coordinates": [[4.78412, 2.56897, 1.32823], [1.51538, 0.14455, 0.24512], [1.94941, 0.71321, 1.60548], [2.74550, 1.87292, 1.58155], [2.38139, -0.24511, -0.28994], [1.01192, 0.95296, -0.28508], [0.83073, -0.69794, 0.34299], [2.43801, -0.08646, 2.16217], [1.02239, 0.81546, 2.16964], [-3.21314, -0.00456, 2.17475], [-3.17229, 1.46929, 2.48105], [-2.46417, 2.17993, 1.46225], [-1.93281, -0.48341, 2.21813], [-3.63051, -0.36153, 1.23322], [-3.82412, -0.58982, 2.86196], [-2.67404, 1.68426, 3.42636], [-4.18609, 1.86493, 2.41968], [-2.48930, 3.11603, 1.67360], [-1.30676, 0.20591, 1.98467], [1.74063, -3.27983, -1.30013], [3.12331, -2.82944, -1.52077], [3.99145, -3.89282, -1.86978], [1.69692, -4.10471, -0.19921], [1.44571, -3.84343, -2.18527], [1.02120, -2.48113, -1.11966], [3.49512, -2.14682, -0.75664], [3.07029, -2.23383, -2.43211], [3.80232, -4.61658, -1.26811], [0.78552, -4.33969, -0.01017], [-2.87114, -1.61165, -2.01825], [-2.07383, -0.45512, -1.50034], [-1.68918, 0.25412, -2.57658], [-2.16228, -2.75308, -2.50171], [-3.40920, -1.28457, -2.90797], [-3.65038, -1.95197, -1.33630], [-1.24532, -0.78274, -0.87237], [-2.70610, 0.15053, -0.85109], [-1.51933, 1.16912, -2.34096], [-2.82855, -3.41542, -2.69913], [-2.15407, 3.93253, -3.22801], [-1.64255, 3.88618, -1.79876], [-1.11833, 2.64940, -1.45222], [-3.23625, 3.04995, -3.42224], [-1.40227, 3.79593, -4.00535], [-2.53639, 4.90602, -3.53504], [-2.35796, 4.29133, -1.08311], [-0.79321, 4.55886, -1.67947], [-0.97552, 2.64888, -0.50290], [-3.26931, 2.91032, -4.37146], [-1.41118, -3.78265, 1.00777], [-2.86920, -3.75593, 0.82117], [-3.32722, -4.59043, 1.87434], [-0.74793, -5.00424, 0.46796], [-1.15459, -3.51648, 2.03316], [-0.95572, -2.96724, 0.44584], [-2.96128, -4.13594, -0.19629], [-3.24907, -2.73466, 0.79276], [-2.84328, -5.41875, 1.83841], [-1.05185, -5.76632, 0.96641], [1.22777, 1.78699, -4.30702], [1.95922, 2.59549, -3.27325], [3.43642, 2.39304, -3.38930], [1.49777, 2.24457, -5.59682], [0.14068, 1.83393, -4.24291], [1.46701, 0.73343, -4.16255], [1.62581, 2.26714, -2.28880], [1.78504, 3.66843, -3.35417], [3.66253, 2.77626, -4.23996], [1.18157, 3.14737, -5.67778], [1.21993, 4.89387, 1.59918], [0.63161, 4.43900, 2.92365], [1.34976, 3.47169, 3.60318], [1.22409, 3.86572, 0.61687], [2.23145, 5.29701, 1.64846], [0.64173, 5.65731, 1.07866], [-0.38936, 4.09787, 2.75235], [0.59025, 5.30775, 3.58066], [1.74194, 2.95620, 2.89462], [1.80675, 3.16743, 0.92428], [2.71735, -3.41173, 2.76931], [1.59342, -2.63679, 3.62236], [1.04214, -3.54830, 4.62059], [3.72236, -3.85546, 3.66937], [3.29302, -2.83744, 2.04343], [2.26058, -4.23075, 2.21374], [0.75673, -2.37368, 2.97520], [1.95819, -1.69780, 4.03870], [0.59643, -3.06560, 5.32054], [3.28221, -4.57024, 4.13514]],
  "forces_ev_per_angstrom": [[-1.96, -0.88, 0.15], [0.57, 0.53, 0.35], [0.21, -1.05, -0.06], [0.92, 0.61, -0.24], [-0.01, 0.32, -0.32], [0.06, -0.14, -0.44], [-0.15, 0.04, 0.30], [0.44, -0.18, 0.05], [-0.27, 0.84, 0.33], [-0.48, -0.17, -0.13], [-1.36, 0.72, -0.82], [0.63, -0.41, -0.55], [2.23, -1.40, 0.45], [-0.43, 1.10, -0.65], [0.05, 0.42, 0.73], [-0.31, -0.37, 0.29], [-0.26, -0.05, 0.71], [0.02, 0.01, 0.11], [0.03, 0.13, -0.21], [-1.02, -0.13, -0.29], [0.43, 1.00, -1.56], [0.07, 0.05, 0.44], [0.69, -0.93, 1.40], [-0.25, 0.08, -0.34], [0.17, 0.58, -0.55], [0.26, -0.37, 0.48], [0.13, 0.33, -0.07], [0.02, -0.18, 0.20], [-0.18, -0.50, 0.09], [-1.53, -0.91, -0.90], [-0.59, -1.06, 1.20], [1.17, 0.96, -2.34], [0.94, -0.05, 0.70], [-0.25, 0.77, 0.16], [0.08, 0.08, 0.55], [0.36, -0.30, 0.14], [-0.37, -0.01, 0.22], [0.09, 0.33, 0.29], [0.09, -0.06, -0.10], [-0.41, 0.61, -0.39], [0.79, 1.63, -0.41], [-0.31, -1.16, 0.01], [0.01, -0.59, 0.04], [0.66, -0.66, 0.37], [0.18, 0.72, 0.85], [-0.62, -0.48, -0.05], [0.03, 0.70, -0.52], [0.18, -0.20, 0.26], [-0.32, -0.33, 0.01], [2.41, 1.25, -1.03], [1.22, -1.05, -0.30], [-1.82, 0.25, -0.08], [-1.32, 1.35, 0.94], [0.14, -0.77, 0.26], [0.14, -0.09, -0.40], [-0.90, -0.45, -0.09], [-0.29, -0.24, 0.83], [-0.15, -0.02, -0.06], [0.24, -0.16, 0.09], [-0.92, 0.24, 0.45], [1.42, -0.39, 0.24], [-1.87, 0.14, 0.48], [1.09, -0.18, -1.39], [-0.20, 0.04, 0.98], [0.36, 0.03, -0.53], [0.39, 0.07, 0.12], [-0.28, 0.11, -0.08], [0.08, -0.08, -0.21], [-0.08, 0.02, 0.05], [-0.07, -0.33, -1.23], [-0.48, 1.57, 0.00], [0.50, -0.27, -0.03], [-0.76, 0.39, -0.27], [0.24, 0.08, 0.65], [-0.36, 0.38, 0.72], [-0.33, -0.03, -0.19], [-0.23, 0.21, 0.05], [0.71, -1.07, -0.03], [0.68, -1.09, 0.11], [-0.63, 0.80, 1.43], [0.01, -0.91, -1.09], [0.96, 0.14, -0.70], [-0.30, -0.54, -0.07], [-0.71, 0.61, -0.03], [-0.08, -0.07, 0.14], [0.04, 0.13, -0.38], [0.33, -0.24, 0.32], [0.10, 0.23, -0.13], [0.28, -0.12, 0.51]],
  "lowdin_charge": [0.778, -0.055, -0.385, -0.447, 0.063, 0.060, 0.054, 0.089, 0.095, -0.277, -0.205, -0.082, -0.058, 0.104, 0.128, 0.130, 0.123, 0.080, 0.068, -0.282, -0.267, -0.044, -0.065, 0.132, 0.105, 0.103, 0.123, 0.078, 0.024, -0.235, -0.294, -0.044, -0.065, 0.121, 0.100, 0.102, 0.116, 0.032, 0.079, -0.240, -0.230, -0.072, -0.047, 0.107, 0.116, 0.124, 0.117, 0.075, 0.091, -0.202, -0.240, -0.038, -0.064, 0.122, 0.105, 0.115, 0.108, 0.074, 0.087, -0.267, -0.190, -0.086, -0.057, 0.104, 0.132, 0.100, 0.115, 0.062, 0.084, -0.230, -0.270, -0.043, -0.099, 0.113, 0.116, 0.102, 0.118, 0.024, -0.006, -0.211, -0.187, -0.087, -0.076, 0.108, 0.098, 0.084, 0.104, 0.078, 0.073],
  "spin_multiplicity": 6,
  "e_tot_ev": -82746.0742,
  "de_lowest_kcal_mol": 9.8,
  "homo_ha": [-0.3195, -0.3451]
}